{
  "formula": "C26H78N6O9P2S7",
  "method": "ωB97M-V/def2-TZVPD",
  "species": ["O", "P", "N", "C", "C", "N", "C", "C", "N", "C", "C", "H", "H", "H", "H", "H", "H", "H", "H", "H", "H", "H", "H", "H", "H", "H", "H", "H", "H", "O", "P", "N", "C", "C", "N", "C", "C", "N", "C", "C", "H", "H", "H", "H", "H", "H", "H", "H", "H", "H", "H", "H", "H", "H", "H", "H", "H", "H", "C", "S", "O", "C", "H", "H", "H", "H", "H", "H", "C", "S", "O", "C", "H", "H", "H", "H", "H", "H", "C", "S", "O", "C", "H", "H", "H", "H", "H", "H", "C", "S", "O", "C", "H", "H", "H", "H", "H", "H", "C", "S", "O", "C", "H", "H", "H", "H", "H", "H", "C", "S", "O", "C", "H", "H", "H", "H", "H", "H", "C", "S", "O", "C", "H", "H", "H", "H", "H", "H"],
  "xyz": [[-4.73375, -0.01770, -5.51644], [-4.56684, 0.97430, -4.41893], [-6.00753, 1.33655, -3.52215], [-6.16545, 2.26773, -2.43074], [-7.30153, 0.99436, -4.21126], [-4.01344, 2.49994, -4.98752], [-3.19811, 2.45509, -6.19481], [-3.76406, 3.65619, -4.12875], [-3.42537, 0.51065, -3.22954], [-2.04254, 0.55146, -3.52236], [-3.80207, -0.53860, -2.15827], [-6.59089, 3.17056, -2.86891], [-5.19308, 2.55560, -2.03109], [-6.79222, 1.78523, -1.68077], [-7.40796, 1.57099, -5.13010], [-8.15188, 1.01633, -3.52970], [-7.20245, -0.03948, -4.54209], [-2.22181, 1.97913, -6.10314], [-3.82324, 2.02494, -6.97729], [-2.97552, 3.47784, -6.49902], [-4.60837, 3.80490, -3.45561], [-2.87044, 3.63303, -3.50504], [-3.70049, 4.52581, -4.78284], [-1.70840, 1.55460, -3.78724], [-1.48932, 0.27042, -2.62622], [-1.77135, -0.01910, -4.41062], [-3.11874, -0.39046, -1.32208], [-3.79230, -1.50086, -2.67018], [-4.84249, -0.39665, -1.86592], [7.41758, 0.81558, 1.27263], [5.98039, 0.49253, 1.62551], [5.22804, -0.77088, 0.72042], [6.19994, -1.73188, 0.10558], [3.89507, -1.40782, 0.97762], [4.95004, 1.86351, 1.32824], [5.33355, 2.92563, 0.44773], [3.62775, 1.98779, 1.84728], [5.66651, 0.13160, 3.29313], [5.74048, 1.13193, 4.38223], [6.01469, -1.22807, 3.81495], [5.84716, -2.53308, -0.54382], [6.82901, -2.12428, 0.90457], [6.88726, -1.14623, -0.50491], [3.30955, -0.80010, 1.66750], [3.99406, -2.36331, 1.49273], [3.34390, -1.33314, 0.04021], [5.81608, 2.58415, -0.46805], [4.46225, 3.49801, 0.12942], [6.07444, 3.55181, 0.94480], [3.30622, 1.03958, 2.27812], [3.66076, 2.79167, 2.58266], [2.94884, 2.28800, 1.04913], [4.97161, 0.80172, 5.08072], [6.59001, 1.02171, 5.05621], [5.56745, 2.12463, 3.96666], [5.87891, -2.01801, 3.07625], [5.45581, -1.48918, 4.71360], [7.08188, -1.34773, 4.00175], [-1.76829, -4.49693, 0.19880], [-0.54530, -5.45302, -0.87220], [-0.58897, -6.88219, -0.28273], [-1.55284, -5.49663, -2.41856], [-2.78390, -4.84308, 0.39067], [-1.82098, -3.52245, -0.28672], [-1.30423, -4.47572, 1.18485], [-1.33545, -4.61480, -3.02123], [-2.57736, -5.47601, -2.04703], [-1.37058, -6.41343, -2.97924], [3.90827, -7.70990, -0.24828], [3.51778, -6.16443, -1.16390], [4.83522, -5.44027, -1.51486], [2.88491, -5.12948, 0.24817], [3.02587, -8.33838, -0.12799], [4.19955, -7.46000, 0.77192], [4.73769, -8.21298, -0.74535], [3.73232, -4.93477, 0.90550], [2.17708, -5.76478, 0.78059], [2.42251, -4.20959, -0.10971], [0.69683, -3.40353, 5.19656], [2.14242, -3.10450, 4.05893], [2.59327, -1.65058, 4.06381], [3.56979, -3.88393, 5.00507], [-0.05540, -2.87276, 4.61300], [0.75054, -2.85546, 6.13722], [0.36146, -4.41974, 5.40378], [4.50313, -3.40692, 4.70602], [3.65631, -4.95062, 4.79823], [3.41833, -3.70067, 6.06882], [-4.86037, 0.38316, 4.15917], [-3.35063, 1.20317, 3.46395], [-2.14940, 0.24998, 3.59945], [-3.83748, 1.00420, 1.66100], [-4.77688, -0.64139, 3.79663], [-5.75519, 0.76860, 3.67046], [-4.87824, 0.41603, 5.24853], [-3.29666, 1.69106, 1.00996], [-4.87233, 1.34116, 1.72144], [-3.77655, -0.07499, 1.52054], [0.81205, 4.53787, -0.36538], [-0.10215, 4.67227, -1.92093], [-0.48320, 3.20563, -2.26863], [1.36012, 5.12517, -2.95328], [1.36059, 5.44870, -0.12538], [1.67198, 3.89418, -0.55056], [0.27535, 4.21331, 0.52609], [2.09897, 4.32634, -3.01709], [1.83963, 6.00041, -2.51495], [0.91563, 5.33584, -3.92598], [-4.28173, 5.45691, -1.18976], [-4.30756, 4.91023, 0.55785], [-5.01155, 3.54919, 0.47626], [-2.53503, 4.56145, 0.51949], [-3.53988, 4.98682, -1.83534], [-4.17653, 6.54179, -1.19854], [-5.17289, 5.16199, -1.74380], [-2.33789, 3.84466, -0.27767], [-2.22529, 4.13623, 1.47413], [-1.97163, 5.49301, 0.46605], [-0.08960, 0.91506, 0.48002], [-0.77355, -0.75454, 0.51338], [-0.69472, -1.29532, -0.92324], [0.45761, -1.74150, 1.46342], [-0.80061, 1.48126, -0.12163], [0.92291, 1.06614, 0.10571], [-0.15665, 1.22868, 1.52177], [1.32085, -2.04214, 0.86967], [0.13233, -2.66692, 1.93871], [0.81807, -1.11568, 2.27982]],
  "multiplicity": 1,
  "homo_energy_ev": -8.100,
  "total_charge": 0,
  "e_lumo_ev": -0.05,
  "relative_energy_kcal_mol": 74.9,
  "fmax_ev_per_a": 3.432
}


{
  "formula": "C37H39AsN4O9SW",
  "method": "ωB97M-V/def2-TZVPD",
  "species": ["W", "C", "N", "C", "C", "C", "C", "C", "C", "C", "C", "H", "H", "H", "H", "H", "H", "H", "H", "H", "H", "H", "H", "C", "O", "C", "C", "C", "C", "C", "C", "N", "C", "N", "C", "C", "C", "C", "C", "C", "O", "C", "N", "C", "C", "C", "C", "C", "C", "O", "C", "H", "H", "H", "H", "H", "H", "H", "H", "H", "H", "H", "H", "H", "H", "H", "H", "H", "H", "H", "H", "H", "H", "O", "As", "O", "O", "C", "C", "C", "C", "C", "C", "S", "O", "O", "O", "H", "H", "H", "H", "H"],
  "xyz": [[0.54992, 0.54460, -0.45316], [3.32165, -0.67460, -1.33385], [2.79570, -0.02792, -0.08572], [3.09573, -0.97479, 1.01797], [3.56760, 1.23021, 0.11619], [3.03344, 2.21668, -0.87864], [3.77961, 3.26113, -1.39766], [3.23319, 4.06726, -2.38741], [1.94824, 3.83602, -2.86679], [1.18002, 2.81455, -2.33440], [1.71827, 1.99620, -1.32114], [4.40332, -0.77308, -1.23047], [3.09794, -0.06814, -2.20842], [2.87339, -1.65519, -1.45058], [4.16965, -1.17365, 1.02993], [2.56835, -1.90626, 0.83407], [2.80313, -0.55179, 1.97527], [4.63291, 1.03715, -0.03089], [3.43344, 1.56122, 1.14664], [4.79279, 3.43176, -1.05637], [3.82228, 4.87510, -2.80061], [1.53891, 4.46381, -3.64635], [0.16000, 2.69007, -2.67586], [-3.65297, -4.52076, -0.88045], [-2.93387, -3.68938, 0.03858], [-1.67829, -4.04706, 0.37431], [-1.13372, -5.31518, 0.23089], [0.15929, -5.55843, 0.67050], [0.91580, -4.55465, 1.26101], [0.38656, -3.28090, 1.39657], [-0.89273, -3.02494, 0.93595], [-1.53982, -1.76889, 0.94701], [-1.14257, -0.56135, 1.25529], [-2.03414, 0.42009, 1.37454], [-1.72518, 1.78488, 1.16501], [-0.64111, 2.16902, 0.36883], [-0.39612, 3.54367, 0.27485], [-1.22426, 4.46211, 0.91263], [-2.31816, 4.05819, 1.65392], [-2.57213, 2.70016, 1.79381], [-3.58770, 2.15396, 2.49467], [-4.54078, 3.03619, 3.09659], [0.22832, -0.16965, 1.34847], [0.63798, 0.35491, 2.62142], [1.37577, 1.53096, 2.70583], [1.85556, 1.97956, 3.92452], [1.56444, 1.25923, 5.07253], [0.79422, 0.10795, 5.01459], [0.32012, -0.35372, 3.79186], [-0.44920, -1.44710, 3.62176], [-0.75559, -2.25541, 4.76199], [-4.56555, -3.98297, -1.11557], [-3.89979, -5.47691, -0.41884], [-3.06340, -4.66066, -1.78588], [-1.71600, -6.10988, -0.21121], [0.57255, -6.55213, 0.56428], [1.91013, -4.76764, 1.62784], [0.94575, -2.49796, 1.88533], [-2.50051, -1.85926, 0.61122], [-2.99711, 0.20868, 1.61129], [0.43544, 3.92098, -0.29871], [-1.01850, 5.51900, 0.80959], [-2.95759, 4.79154, 2.12208], [-5.27640, 2.39685, 3.57291], [-5.02417, 3.65243, 2.33791], [-4.05916, 3.66438, 3.84665], [1.54255, 2.12283, 1.81208], [2.42890, 2.89388, 3.98024], [1.92652, 1.60265, 6.03183], [0.56373, -0.42741, 5.92328], [-1.34455, -1.69197, 5.48636], [0.15946, -2.62617, 5.22578], [-1.33690, -3.09023, 4.38262], [0.97506, -2.98884, -3.15041], [-0.30740, -1.91994, -2.65344], [-1.62734, -2.67172, -2.12332], [0.59029, -1.13005, -1.33671], [-0.40532, -0.66861, -4.10379], [0.28572, -1.01264, -5.25974], [0.17506, -0.21927, -6.39752], [-0.62129, 0.90843, -6.38558], [-1.30535, 1.26829, -5.22916], [-1.19805, 0.48004, -4.09683], [-2.08554, 1.02632, -2.66479], [-2.13987, 2.45184, -2.70711], [-3.25334, 0.25135, -2.43455], [-1.04462, 0.58888, -1.56645], [0.70812, -3.91347, -3.04176], [0.90181, -1.90037, -5.27692], [0.71365, -0.49650, -7.29331], [-0.71172, 1.52112, -7.27194], [-1.91447, 2.16133, -5.19705]],
  "multiplicity": 1,
  "homo_energy_ev": -13.017,
  "total_charge": 2,
  "e_lumo_ev": -7.29,
  "relative_energy_kcal_mol": 0.0,
  "fmax_ev_per_a": 0.616
}


{
  "formula": "C9H25BeClILiN4O10PS",
  "method": "ωB97M-V/def2-TZVPD",
  "species": ["C", "C", "I", "C", "C", "N", "C", "N", "N", "N", "H", "H", "H", "H", "H", "H", "H", "H", "H", "H", "O", "S", "O", "O", "O", "Li", "O", "H", "H", "H", "C", "O", "P", "O", "O", "C", "O", "C", "H", "H", "H", "H", "H", "H", "H", "H", "H", "C", "O", "H", "H", "H", "Be", "Cl"],
  "xyz": [[3.01628, -3.16755, 0.35397], [3.24898, -1.63455, 0.40376], [2.98335, -1.06330, 2.53466], [2.17105, -0.87372, -0.39927], [0.88168, -1.40714, -0.00978], [0.48266, -2.51982, -0.68542], [-0.70147, -2.77855, -0.13630], [-1.42997, -3.88150, -0.59579], [-1.03808, -1.88624, 0.80394], [0.00244, -1.03277, 0.88110], [2.37351, -3.47453, -0.45344], [3.96724, -3.65517, 0.20489], [2.64718, -3.49453, 1.33408], [4.25602, -1.30836, 0.11318], [2.20131, 0.18157, -0.10418], [2.34313, -0.89384, -1.47865], [-1.42779, -4.75918, -0.10988], [-1.89678, -3.75302, -1.47316], [-1.89276, -1.84984, 1.33936], [0.06746, -0.24485, 1.52033], [0.62972, 3.20034, -3.11900], [0.48376, 1.94409, -2.37355], [1.54643, 1.01052, -2.78427], [-0.83623, 1.34642, -2.66435], [0.59986, 2.20062, -0.91604], [-2.74614, -4.99674, -2.18909], [1.50953, -5.41496, 0.40645], [1.09165, -5.76939, 1.21644], [1.21848, -4.48071, 0.19139], [1.42997, -6.02549, -0.36203], [-3.50796, 2.21739, 1.92232], [-3.70792, 3.62846, 2.06080], [-3.51774, 4.55101, 0.77586], [-3.21219, 3.82817, -0.47405], [-2.47923, 5.61659, 1.22576], [-1.10885, 5.18559, 1.39174], [-4.84756, 5.38763, 0.67928], [-5.97988, 4.64135, 0.26659], [-2.44391, 2.00072, 1.81562], [-3.88563, 1.73925, 2.82403], [-4.05072, 1.82853, 1.06120], [-0.81340, 4.49057, 0.60301], [-0.99203, 4.71534, 2.36835], [-0.47625, 6.06511, 1.34073], [-6.29604, 3.93976, 1.04321], [-5.72439, 4.04963, -0.68105], [-6.78674, 5.33677, 0.05847], [6.71369, -1.58774, -1.35440], [5.72241, -0.76543, -1.67268], [7.55112, -1.12962, -0.77008], [6.44681, -2.47092, -0.73551], [7.25913, -2.04474, -2.21128], [-4.61934, 4.70390, -1.78774], [3.57416, -5.44511, -1.19950]],
  "multiplicity": 1,
  "homo_energy_ev": -7.921,
  "total_charge": 1,
  "e_lumo_ev": -6.46,
  "fmax_ev_per_a": 2.944
}


{
  "formula": "C2H2F3N2",
  "method": "ωB97M-V/def2-TZVPD",
  "species": ["C", "C", "N", "N", "F", "F", "F", "H", "H"],
  "xyz": [[-0.18273, -0.31522, -0.75953], [-1.31074, 0.00616, -0.17096], [1.71844, 0.55764, 0.98659], [0.89139, 0.99085, 0.37169], [-2.02894, 0.97415, -0.65040], [0.44662, -1.44537, -0.36449], [-1.65589, -0.49870, 0.93919], [-0.05220, -0.02613, -1.74658], [2.17405, -0.24338, 1.39450]],
  "multiplicity": 1,
  "homo_energy_ev": [-15.183, -15.184],
  "total_charge": 1,
  "e_lumo_ev": [-6.58, -6.57],
  "relative_energy_kcal_mol": 42.8,
  "fmax_ev_per_a": 3.165
}


{
  "formula": "C5H13NO",
  "method": "ωB97M-V/def2-TZVPD",
  "species": ["C", "N", "C", "C", "C", "C", "H", "H", "H", "H", "H", "H", "H", "H", "H", "H", "H", "H", "H", "O"],
  "xyz": [[2.24072, -0.20367, -2.03872], [1.33461, 0.94184, -1.93194], [-0.03850, 0.60064, -1.68131], [-0.75390, 1.59907, -0.76370], [-1.64529, 0.96270, 0.18841], [-2.50885, 1.54693, 1.09924], [2.10178, -0.95419, -1.25938], [2.17086, -0.70905, -3.00082], [3.27621, 0.12863, -1.97083], [1.66669, 1.44542, -1.11206], [-0.50710, 0.67704, -2.66690], [-0.14915, -0.42235, -1.32094], [-0.05297, 2.20586, -0.16967], [-1.25466, 2.30859, -1.42705], [-1.39553, -0.07437, 0.43854], [-2.44183, 2.62510, 1.25397], [-2.96600, 1.01761, 1.91149], [-0.31188, -4.57898, 5.31879], [0.69821, -4.81195, 4.16491], [0.53655, -4.30486, 4.96795]],
  "multiplicity": 2,
  "homo_energy_ev": [-13.132, -13.076],
  "total_charge": 1,
  "e_lumo_ev": [-3.14, -8.73],
  "relative_energy_kcal_mol": 69.7,
  "fmax_ev_per_a": 4.690
}


{
  "formula": "C6H42O15",
  "method": "ωB97M-V/def2-TZVPD",
  "species": ["C", "C", "C", "C", "C", "C", "H", "H", "H", "H", "H", "H", "H", "H", "H", "H", "H", "H", "H", "H", "O", "H", "H", "O", "H", "H", "O", "H", "H", "O", "H", "H", "O", "H", "H", "O", "H", "H", "O", "H", "H", "O", "H", "H", "O", "H", "H", "O", "H", "H", "O", "H", "H", "O", "H", "H", "O", "H", "H", "O", "H", "H", "O"],
  "xyz": [[-0.72388, 2.08732, 1.22837], [0.12502, 0.97383, 1.98063], [1.36079, 0.57853, 1.09260], [1.94229, -0.74778, 1.42398], [3.24744, -0.88170, 1.50896], [1.12359, -1.97102, 1.61509], [-1.74790, 2.17357, 1.52502], [-0.71558, 1.63577, 0.17689], [-0.17330, 3.07131, 1.23580], [0.45276, 1.30421, 2.95481], [-0.45861, 0.06591, 1.88131], [1.05573, 0.65823, 0.03364], [2.17776, 1.53418, 1.21953], [3.80083, -1.84157, 1.66971], [3.87685, 0.11864, 1.66177], [0.64956, -2.33310, 0.62449], [1.71353, -2.84004, 1.97749], [0.22815, -1.84805, 2.29793], [1.63741, -1.14624, 4.31392], [0.33376, -0.34281, 4.00713], [0.82488, -0.74741, 4.67243], [0.22345, -3.20280, -2.68181], [0.26609, -1.74193, -2.04661], [0.72372, -2.48945, -2.38071], [0.14173, 2.16953, -2.01029], [-0.79685, 0.87776, -2.17378], [-0.18240, 1.46362, -2.61660], [-2.17445, 0.08400, 4.76954], [-3.26843, 0.51687, 3.81208], [-2.82716, -0.34572, 4.17731], [-1.29138, -0.39811, -4.95271], [-1.64784, -1.53789, -4.02728], [-1.98909, -0.57679, -4.26531], [2.13007, -1.51359, -3.13384], [2.95541, -2.73627, -2.95489], [3.06009, -1.78936, -2.95428], [-2.87614, 0.11994, 1.50125], [-3.07722, -1.06892, 0.41421], [-2.42311, -0.49016, 0.85810], [0.18676, -0.46129, -0.79416], [-1.26373, -0.38446, -0.37789], [-0.70726, -0.63482, -1.14544], [0.76448, 1.15200, -4.86259], [0.47155, 0.36258, -3.84395], [0.35119, 0.26892, -4.82986], [3.39670, 0.87711, 2.63572], [2.30547, 1.28314, 3.44098], [3.27408, 1.45070, 3.41164], [2.00288, 3.69845, -1.20843], [0.88407, 4.65034, -1.81234], [1.18055, 3.75060, -1.64345], [-4.38440, 1.32125, -0.37667], [-3.77711, 2.56804, 0.42449], [-4.16239, 1.66415, 0.49699], [3.31093, -0.05324, -1.85459], [4.21885, -0.22538, -0.76681], [3.79535, 0.50695, -1.17874], [-3.83909, -0.16565, -2.10346], [-3.03660, 0.96170, -2.88429], [-3.47567, 0.71557, -2.05769], [-3.23533, -3.75707, 0.29831], [-3.03538, -3.30230, 1.74988], [-2.90346, -3.08975, 0.84650]],
  "multiplicity": 1,
  "homo_energy_ev": -9.649,
  "total_charge": 0,
  "e_lumo_ev": -0.02,
  "relative_energy_kcal_mol": 82.2,
  "fmax_ev_per_a": 4.197
}